(1)
# CHGaO3

A molecular structure, CHGaO3 (wB97M-V/def2-TZVPD, the OMol25 dataset).

**Calculated total energy**: -2188.25987 Ha
**HOMO level (spin up / spin down)**: -25.85 / -22.51 eV
**HOMO-LUMO gap (spin up / spin down)**: 11.079 / 5.713 eV
**Relative energy (zero: lowest compared OMol25 entry of this formula, charge and spin)**: 104.1 kJ/mol
**Charge**: +2
**LUMO level (spin up / spin down)**: -14.769 / -16.802 eV

Each line ends with the Mulliken charge.
Atoms and positions in Å:
O1 0.19565 1.00742 -1.32106  0.101
C1 0.38013 0.38479 -0.29818  0.761
O2 -0.61997 -0.56649 -0.00232  -0.164
O3 1.07043 0.54596 0.75699  -0.120
H1 -1.26462 -0.54083 -0.77880  0.479
Ga1 0.23838 -0.83085 1.64336  0.943

(2)
# CHI2NO

A molecular structure, CHI2NO (wB97M-V/def2-TZVPD, the OMol25 dataset).

**Calculated total energy**: -763.88882 Ha
**HOMO level (spin up / spin down)**: -9.69 / -9.70 eV
**HOMO-LUMO gap (spin up / spin down)**: 8.112 / 8.113 eV
**Relative energy (zero: lowest compared OMol25 entry of this formula, charge and spin)**: 404.8 kJ/mol
**Charge**: 0
**LUMO level (spin up / spin down)**: -1.582 / -1.582 eV

Each line ends with the Mulliken charge.
Atoms and positions in Å:
C1 -1.29139 -0.11424 0.44532  -0.293
N1 -1.27040 -0.09477 1.83279  -0.018
O1 -0.37589 0.40868 2.47397  -0.257
I1 -2.49001 1.59203 -0.20560  0.134
I2 -1.96093 -2.11137 -0.04866  0.111
H1 0.18732 -0.05261 -0.41114  0.322

(3)
# CHI3O

A molecular structure, CHI3O (wB97M-V/def2-TZVPD, the OMol25 dataset).

**Calculated total energy**: -1006.92503 Ha
**HOMO level**: -9.50 eV
**HOMO-LUMO gap**: 7.898 eV
**Relative energy (zero: lowest compared OMol25 entry of this formula, charge and spin)**: 254.4 kJ/mol
**Charge**: 0
**LUMO level**: -1.599 eV

Each line ends with the Mulliken charge.
Atoms and positions in Å:
C1 0.40606 -0.10976 0.06430  -0.447
O1 -0.07318 0.36607 -1.14069  -0.456
I1 -0.06807 1.24804 1.78074  0.095
I2 -0.01352 -2.24603 0.47567  0.111
I3 -2.07370 0.64032 -1.30995  0.335
H1 1.82241 0.10137 0.12993  0.361

(4)
# CHI3S

A molecular structure, CHI3S (wB97M-V/def2-TZVPD, the OMol25 dataset).

**Calculated total energy**: -1329.88869 Ha
**HOMO level**: -9.30 eV
**HOMO-LUMO gap**: 7.607 eV
**Relative energy (zero: lowest compared OMol25 entry of this formula, charge and spin)**: 165.5 kJ/mol
**Charge**: 0
**LUMO level**: -1.690 eV

Each line ends with the Mulliken charge.
Atoms and positions in Å:
C1 -0.44891 0.19995 0.00888  -0.822
S1 1.65627 0.03103 -0.96965  -0.075
I1 -1.19938 -1.83510 -0.10903  0.244
I2 -1.60552 1.56138 -1.03802  0.242
I3 -0.06285 0.86293 2.01199  0.254
H1 1.66039 -0.82019 0.09584  0.158

(5)
# CHI4N

A molecular structure, CHI4N (wB97M-V/def2-TZVPD, the OMol25 dataset).

**Calculated total energy**: -1284.06385 Ha
**HOMO level (spin up / spin down)**: -7.65 / -9.21 eV
**HOMO-LUMO gap (spin up / spin down)**: 7.040 / 7.634 eV
**Expectation value of S²**: 2.016
**Charge**: 0
**Multiplicity**: 3
**LUMO level (spin up / spin down)**: -0.612 / -1.578 eV

Each line ends with the Mulliken spin population.
Atoms and positions in Å:
C1 1.27127 -0.54114 -0.00832  0.755
N1 -1.54023 0.37266 0.54136  0.844
I1 0.92137 -2.08489 -1.41598  0.044
I2 1.48244 1.28840 -0.77163  0.096
I3 1.88096 -0.78143 1.84472  0.107
I4 -2.03619 2.12468 -0.09958  0.177
H1 -1.97962 -0.37828 -0.09057  -0.023

(6)
# CHI4P

A molecular structure, CHI4P (wB97M-V/def2-TZVPD, the OMol25 dataset).

**Calculated total energy**: -1570.83858 Ha
**HOMO level**: -9.19 eV
**HOMO-LUMO gap**: 7.386 eV
**Relative energy (zero: lowest compared OMol25 entry of this formula, charge and spin)**: 5.3 kJ/mol
**Charge**: 0
**LUMO level**: -1.802 eV

Each line ends with the Mulliken charge.
Atoms and positions in Å:
C1 0.27944 -0.38307 -0.61558  -0.864
P1 0.32717 0.76892 0.83342  0.117
I1 0.21579 0.74243 -2.44515  0.184
I2 2.18290 -1.41044 -0.37657  0.183
I3 -2.21434 2.18473 0.66406  -0.168
I4 -0.27631 -0.77740 2.57471  0.053
H1 -0.51465 -1.12517 -0.63489  0.495

(7)
# CHINO2

A gas-phase ion, CHINO2 (charge -1) (wB97M-V/def2-TZVPD, the OMol25 dataset).

**Calculated total energy**: -541.61453 Ha
**HOMO level**: -3.21 eV
**HOMO-LUMO gap**: 6.751 eV
**Relative energy (zero: lowest compared OMol25 entry of this formula, charge and spin)**: 137.4 kJ/mol
**Charge**: -1
**LUMO level**: 3.540 eV

Each line ends with the Mulliken charge.
Atoms and positions in Å:
C1 1.24249 0.53863 -0.54394  0.570
N1 -2.09671 -0.62438 0.73446  -0.640
O1 2.01887 -0.31716 -0.16677  -0.549
O2 1.11358 1.29380 -1.47964  -0.531
I1 -0.55116 0.71464 0.91859  0.060
H1 -1.72706 -1.60552 0.53729  0.091

(8)
# CHIS2

2 unconnected molecules or ions with the total composition CHIS2 (wB97M-V/def2-TZVPD, the OMol25 dataset).

**Calculated total energy**: -1132.62053 Ha
**HOMO level (spin up / spin down)**: -7.06 / -9.62 eV
**HOMO-LUMO gap (spin up / spin down)**: 6.842 / 6.058 eV
**Relative energy (zero: lowest compared OMol25 entry of this formula, charge and spin)**: 35.5 kJ/mol
**Expectation value of S²**: 2.007
**Charge**: 0
**Multiplicity**: 3
**LUMO level (spin up / spin down)**: -0.216 / -3.563 eV

Each line ends with the Mulliken spin population.
Atoms and positions in Å:
C1 0.58147 -1.08050 0.17358  0.031
S1 -0.13209 -2.43483 0.07658  0.035
S2 1.47967 0.16373 0.21905  0.046
I1 -1.83654 1.27209 0.12782  1.180
H1 -0.09251 2.07952 -0.59702  0.708

(9)
# CHKLiO2

A molecular structure, CHKLiO2 (wB97M-V/def2-TZVPD, the OMol25 dataset).

**Calculated total energy**: -796.40320 Ha
**HOMO level (spin up / spin down)**: -5.30 / -7.73 eV
**HOMO-LUMO gap (spin up / spin down)**: 5.066 / 7.084 eV
**Relative energy (zero: lowest compared OMol25 entry of this formula, charge and spin)**: 463.2 kJ/mol
**Expectation value of S²**: 1.114
**Charge**: 0
**Multiplicity**: 2
**LUMO level (spin up / spin down)**: -0.238 / -0.641 eV

Each line ends with the Mulliken spin population.
Atoms and positions in Å:
O1 0.26447 -0.16670 -0.02312  -0.414
C1 -1.87602 0.86571 -0.12733  0.372
O2 -2.64244 0.75745 -0.99402  0.126
K1 4.12351 -1.60300 0.15983  0.352
Li1 1.86062 -1.17783 0.15090  0.494
H1 -1.73013 1.32436 0.83374  0.070

(10)
# CHLaLiO2

A molecular structure, CHLaLiO2 (wB97M-V/def2-TZVPD, the OMol25 dataset).

**Calculated total energy**: -227.15351 Ha
**HOMO level**: -25.55 eV
**HOMO-LUMO gap**: 10.212 eV
**Relative energy (zero: lowest compared OMol25 entry of this formula, charge and spin)**: 0.0 kJ/mol
**Charge**: +3
**LUMO level**: -15.341 eV

Each line ends with the Mulliken charge.
Atoms and positions in Å:
H1 -1.48873 0.77082 -0.06890  0.418
O1 -0.76301 -0.57689 1.17865  -0.521
C1 -0.55371 0.31356 0.32666  0.575
O2 0.48799 0.19334 -0.40936  -0.783
Li1 0.98099 0.97437 -2.04613  0.945
La1 1.33647 -1.67521 1.01907  2.367

(11)
# CHLaO2

A molecular structure, CHLaO2 (wB97M-V/def2-TZVPD, the OMol25 dataset).

**Calculated total energy**: -220.00901 Ha
**HOMO level**: -20.14 eV
**HOMO-LUMO gap**: 8.649 eV
**Relative energy (zero: lowest compared OMol25 entry of this formula, charge and spin)**: 0.0 kJ/mol
**Charge**: +2
**LUMO level**: -11.491 eV

Each line ends with the Mulliken charge.
Atoms and positions in Å:
H1 -1.22602 -0.95443 0.36994  0.417
O1 -0.46267 1.06480 0.00410  -0.535
O2 0.39444 -0.90635 -0.03195  -0.510
C1 -0.62790 -0.15406 -0.27786  0.395
La1 1.92216 0.95004 -0.06423  2.233

(12)
# CHN2O2P

2 unconnected molecules or ions with the total composition CHN2O2P (wB97M-V/def2-TZVPD, the OMol25 dataset).

**Calculated total energy**: -639.85410 Ha
**HOMO level**: -10.96 eV
**HOMO-LUMO gap**: 9.516 eV
**Relative energy (zero: lowest compared OMol25 entry of this formula, charge and spin)**: 171.6 kJ/mol
**Charge**: 0
**LUMO level**: -1.439 eV

Each line ends with the Mulliken charge.
Atoms and positions in Å:
C1 0.27963 -1.38447 0.01908  0.312
N1 0.39895 -2.29496 -0.64055  -0.281
N2 -0.80666 0.92853 -0.00913  0.791
O1 -1.96459 0.67910 0.31550  -0.476
O2 -0.37677 1.61208 -0.90517  -0.467
P1 0.37190 0.03389 1.09543  -0.001
H1 2.09755 0.42582 0.12484  0.123

(13)
# CHN2O4S

A molecular structure, CHN2O4S (wB97M-V/def2-TZVPD, the OMol25 dataset).

**Calculated total energy**: -847.28633 Ha
**HOMO level**: -5.13 eV
**HOMO-LUMO gap**: 9.049 eV
**Relative energy (zero: lowest compared OMol25 entry of this formula, charge and spin)**: 307.5 kJ/mol
**Charge**: -1
**LUMO level**: 3.919 eV

Each line ends with the Mulliken charge.
Atoms and positions in Å:
C1 0.75479 1.02441 -0.18696  0.556
N1 -0.54193 1.14365 -0.29162  -0.391
N2 1.19950 -0.12813 0.61907  -0.163
O1 1.59346 1.80106 -0.57238  -0.634
O2 -1.21276 -1.47607 -1.48387  -0.713
O3 -2.42555 -0.31129 0.66871  -0.536
O4 0.09338 -0.89506 0.97839  -0.272
S1 -1.15067 -0.27661 0.06114  0.893
H1 1.68978 -0.88196 0.20752  0.261

(14)
# CHN2OS

2 unconnected molecules or ions with the total composition CHN2OS (wB97M-V/def2-TZVPD, the OMol25 dataset).

**Calculated total energy**: -621.57495 Ha
**HOMO level (spin up / spin down)**: -0.74 / -4.44 eV
**HOMO-LUMO gap (spin up / spin down)**: 4.554 / 8.136 eV
**Relative energy (zero: lowest compared OMol25 entry of this formula, charge and spin)**: 61.3 kJ/mol
**Expectation value of S²**: 2.007
**Charge**: -1
**Multiplicity**: 3
**LUMO level (spin up / spin down)**: 3.810 / 3.697 eV

Each line ends with the Mulliken spin population.
Atoms and positions in Å:
C1 1.50472 2.62915 -1.13242  0.241
N1 -0.28054 0.53703 -0.58553  0.531
N2 0.64942 1.01226 0.04992  0.917
O1 2.56951 2.71371 -0.59538  0.116
S1 0.61681 2.90899 -2.43292  0.081
H1 -0.93544 0.00052 -0.06179  0.114

(15)
# CHN2S2

A gas-phase ion, CHN2S2 (charge +1) (wB97M-V/def2-TZVPD, the OMol25 dataset).

**Calculated total energy**: -944.14423 Ha
**HOMO level (spin up / spin down)**: -14.45 / -14.44 eV
**HOMO-LUMO gap (spin up / spin down)**: 6.456 / 6.434 eV
**SMILES string**: [NH+]#S#CN=S
**Relative energy (zero: lowest compared OMol25 entry of this formula, charge and spin)**: 231.1 kJ/mol
**Charge**: +1
**LUMO level (spin up / spin down)**: -7.990 / -8.002 eV

Each line ends with the Mulliken charge.
Atoms and positions in Å:
C1 0.04798 -0.16493 -0.83894  0.381
N1 1.06917 0.45467 -1.14529  -0.012
N2 -0.88231 -0.10977 1.39880  -0.278
S1 -1.28536 -0.63206 0.05584  0.377
S2 2.37253 0.85958 -1.70396  0.212
H1 -1.32201 -0.40749 2.23354  0.319

(16)
# CHN3O2

A molecular structure, CHN3O2 (wB97M-V/def2-TZVPD, the OMol25 dataset).

**Calculated total energy**: -353.33469 Ha
**HOMO level**: -11.18 eV
**HOMO-LUMO gap**: 11.613 eV
**Relative energy (zero: lowest compared OMol25 entry of this formula, charge and spin)**: 258.5 kJ/mol
**Charge**: 0
**LUMO level**: 0.428 eV

Each line ends with the Mulliken charge.
Atoms and positions in Å:
C1 -0.11334 0.52686 0.01124  0.569
H1 -0.83052 2.11456 -0.36691  0.348
N1 -0.86111 -0.10111 -0.81855  -0.280
N2 -0.40051 -1.36869 -0.39191  -0.177
N3 0.50125 -1.29685 0.44312  0.039
O1 -0.03415 1.90711 0.06243  -0.439
O2 0.88829 -0.14575 0.64643  -0.060

(17)
# CHN3O3

2 unconnected molecules or ions with the total composition CHN3O3 (wB97M-V/def2-TZVPD, the OMol25 dataset).

**Calculated total energy**: -428.40394 Ha
**HOMO level (spin up / spin down)**: -11.73 / -11.30 eV
**HOMO-LUMO gap (spin up / spin down)**: 9.234 / 7.826 eV
**Relative energy (zero: lowest compared OMol25 entry of this formula, charge and spin)**: 421.5 kJ/mol
**Charge**: 0
**LUMO level (spin up / spin down)**: -2.497 / -3.479 eV

Each line ends with the Mulliken charge.
Atoms and positions in Å:
C1 0.53890 -1.16780 1.40247  0.723
N1 0.15696 -1.08908 2.50596  -0.375
N2 0.48900 0.35229 -0.83015  -0.496
N3 -0.69543 0.83218 -0.59249  1.214
O1 -0.85197 1.84751 -1.29523  -0.516
O2 -1.39126 0.47573 0.34044  -0.539
O3 0.99960 -1.35806 0.34951  -0.334
H1 0.75420 0.10723 -1.88050  0.323

(18)
# CHN3O3

A single CHN3O3 molecule (wB97M-V/def2-TZVPD, the OMol25 dataset).

**Calculated total energy**: -428.47380 Ha
**HOMO level**: -11.07 eV
**HOMO-LUMO gap**: 10.727 eV
**SMILES string**: N#CN(O)[N+](=O)[O-]
**Relative energy (zero: lowest compared OMol25 entry of this formula, charge and spin)**: 238.1 kJ/mol
**Charge**: 0
**LUMO level**: -0.346 eV

Each line ends with the Mulliken charge.
Atoms and positions in Å:
C1 -1.19817 0.67306 -1.93284  0.478
N1 -1.40758 1.08343 -2.98681  -0.371
N2 -0.94768 0.19076 -0.73957  -0.156
N3 -0.81214 -1.40040 -0.64136  1.046
O1 -1.29883 -1.96790 -1.55528  -0.513
O2 -0.23778 -1.69320 0.35125  -0.499
O3 0.21866 0.70312 -0.23350  -0.335
H1 -0.07682 1.30069 0.38313  0.350

(19)
# CHN3OS

A single CHN3OS molecule (wB97M-V/def2-TZVPD, the OMol25 dataset).

**Calculated total energy**: -676.25552 Ha
**HOMO level**: -9.73 eV
**HOMO-LUMO gap**: 8.326 eV
**Relative energy (zero: lowest compared OMol25 entry of this formula, charge and spin)**: 416.3 kJ/mol
**Charge**: 0
**LUMO level**: -1.403 eV

Each line ends with the Mulliken charge.
Atoms and positions in Å:
C1 -0.40461 0.30158 -0.09203  -0.038
N1 -0.54847 1.40630 0.40738  -0.159
N2 -1.84591 1.84946 0.24479  -0.106
N3 -2.66148 1.12177 -0.22712  -0.064
O1 -2.25664 -1.39242 0.74653  -0.467
S1 -1.99227 -0.67868 -0.50471  0.415
H1 0.50579 -0.23632 0.00171  0.417

(20)
# CHN4O

A gas-phase ion, CHN4O (charge +1) (wB97M-V/def2-TZVPD, the OMol25 dataset).

**Calculated total energy**: -332.47686 Ha
**HOMO level (spin up / spin down)**: -15.02 / -15.02 eV
**HOMO-LUMO gap (spin up / spin down)**: 8.235 / 8.232 eV
**SMILES string**: N#[N+]/C=N/N=O
**Relative energy (zero: lowest compared OMol25 entry of this formula, charge and spin)**: 19.2 kJ/mol
**Charge**: +1
**LUMO level (spin up / spin down)**: -6.790 / -6.792 eV

Each line ends with the Mulliken charge.
Atoms and positions in Å:
C1 0.63565 0.26985 0.10081  -0.022
N1 -0.67767 0.09372 -0.18677  0.096
N2 1.43993 -0.73728 0.05605  0.512
N3 2.10751 -1.61305 0.03021  -0.237
N4 -1.76929 0.33451 0.13406  0.697
O1 -2.90838 0.38316 0.04348  -0.336
H1 1.17225 1.26910 -0.17783  0.291

no.,strongest force on any atom (eV Å⁻¹)
1,5.13
2,5.40
3,4.76
4,3.63
5,2.34
6,2.10
7,2.65
8,1.06
9,3.92
10,4.22
11,7.36
12,3.61
13,8.09
14,2.57
15,6.14
16,8.39
17,4.18
18,3.62
19,3.73
20,4.92